This record from the OMol25 dataset describes C30H52N5SiSr as an isolated structure at a distorted geometry. The level of theory is the ωB97M-V functional and the def2-TZVPD basis.

CARTESIAN COORDINATES (ANGSTROEM)
Sr (0.301639, 0.494288, 0.178025)
N (3.992586, 1.581988, 2.708547)
C (2.562257, 1.496834, 3.138097)
C (2.011123, 2.791305, 3.756867)
C (0.455704, 2.602387, 3.643090)
N (0.104594, 2.661202, 2.239633)
C (0.044087, 1.260220, 4.168141)
C (0.876236, -0.006763, 4.035976)
N (0.674029, -0.794953, 2.840293)
C (2.392834, 0.358466, 4.068250)
H (4.529155, 2.321272, 3.162650)
H (3.964033, 1.425653, 1.690510)
H (4.520818, 0.758556, 3.006572)
H (1.977376, 1.251044, 2.215540)
H (2.402971, 3.648396, 3.232275)
H (2.403469, 2.834816, 4.821893)
H (0.075538, 3.466277, 4.163910)
H (0.392817, 3.584117, 1.848850)
H (-0.924954, 2.665487, 2.151004)
H (-0.973167, 0.971139, 3.774134)
H (-0.127049, 1.371138, 5.203316)
H (0.681123, -0.639752, 4.888493)
H (-0.175617, -1.352208, 2.918216)
H (1.417597, -1.536371, 2.931479)
H (2.936528, -0.584868, 3.726552)
H (2.691626, 0.529632, 5.116890)
C (-2.043945, 4.413583, -3.134105)
C (-1.393145, 3.800576, -4.207750)
C (-0.074838, 3.306121, -4.012863)
C (0.439447, 3.254333, -2.737055)
C (-0.250670, 3.819877, -1.664121)
C (-1.515934, 4.393336, -1.905628)
N (1.684163, 2.490467, -2.622703)
N (1.964628, 2.093875, -1.511504)
C (3.164319, 1.390002, -1.300441)
C (4.381370, 1.596568, -1.954522)
C (5.520173, 0.980327, -1.445632)
C (5.444840, 0.064633, -0.409049)
C (4.246990, -0.230260, 0.188291)
C (3.097827, 0.563778, -0.163065)
H (-2.963096, 4.847914, -3.426047)
H (-1.888989, 3.655316, -5.146707)
H (0.507656, 2.846899, -4.833186)
H (0.065600, 3.788073, -0.626243)
H (-2.033304, 4.727381, -1.024404)
H (4.438253, 2.128725, -2.914872)
H (6.459326, 1.269121, -1.838587)
H (6.355580, -0.276933, -0.020836)
H (4.198886, -0.785104, 1.152183)
C (-3.797140, -1.395272, 1.289472)
C (-3.007209, -2.436302, 0.595897)
C (-2.286263, -3.381077, 1.627094)
C (-4.041564, -3.364780, -0.120071)
Si (-1.729148, -1.561791, -0.640243)
C (-0.182562, -2.863007, -1.111089)
C (0.694228, -2.273400, -2.251635)
C (-0.696027, -4.229630, -1.568863)
C (0.730435, -2.904075, 0.182804)
C (-2.533822, -0.956348, -2.340790)
C (-1.827157, 0.366066, -2.737735)
C (-2.543184, -1.926246, -3.455773)
C (-3.938273, -0.569148, -1.977541)
H (-4.284074, -1.727888, 2.233323)
H (-4.534416, -0.945875, 0.673549)
H (-3.183270, -0.578740, 1.706304)
H (-3.040274, -3.699045, 2.411093)
H (-1.543534, -2.852720, 2.183310)
H (-1.827046, -4.259908, 1.119902)
H (-4.686353, -3.853164, 0.632873)
H (-3.500529, -4.130307, -0.619034)
H (-4.617941, -2.925970, -0.908859)
H (0.114378, -1.908123, -3.104983)
H (1.411159, -2.996947, -2.625830)
H (1.241436, -1.328482, -1.972905)
H (-1.235643, -4.137971, -2.453443)
H (-1.359879, -4.662363, -0.899058)
H (0.110058, -5.008053, -1.799869)
H (1.270176, -2.001836, 0.462637)
H (1.401773, -3.785612, 0.033930)
H (0.182251, -3.246449, 1.084644)
H (-0.767331, 0.209803, -2.852772)
H (-1.973772, 1.120033, -1.998130)
H (-2.301888, 0.687514, -3.642693)
H (-1.521235, -2.170093, -3.856222)
H (-3.162116, -1.515734, -4.287079)
H (-2.982146, -2.895391, -3.237207)
H (-4.093411, 0.105833, -1.186206)
H (-4.639147, -1.360740, -1.835155)
H (-4.332024, 0.065331, -2.824004)

Forces on atoms 1 to 3 (eV/Å):
0.7276 0.3768 0.2559
0.3542 -0.8631 0.8417
-0.1360 0.3043 -0.2807

Values from the calculation:
Energy, eV: -48107.920
Largest force on an atom, eV/A: 3.06
E_HOMO, eV: -8.25
Charge: +1
HOMO-LUMO gap, Ha: 0.2015
Lowest unoccupied orbital energy, eV: -2.77

This record from the OMol25 dataset describes C30H53BrCeN4P2 as an isolated structure at a distorted geometry. The level of theory is the ωB97M-V functional and the def2-TZVPD basis.

CARTESIAN COORDINATES (ANGSTROEM)
N (-4.865714, -1.522819, 3.579421)
C (-4.342967, -0.392944, 4.077009)
C (-4.233205, 0.780726, 3.342220)
C (-4.640984, 0.758517, 1.986336)
C (-5.248210, -0.412998, 1.484005)
C (-5.358093, -1.514532, 2.332966)
C (-4.290716, 1.851592, 1.131503)
Ce (0.917125, 1.373086, -0.513375)
P (3.346456, 0.170225, -1.977757)
C (-4.064978, 1.682640, -0.214394)
C (-2.864936, 2.200246, -0.814041)
C (-2.521574, 1.829107, -2.142895)
C (-1.274772, 2.145793, -2.669778)
C (-0.404666, 2.831447, -1.815949)
C (-0.750300, 3.368646, -0.560410)
C (-1.949097, 2.907746, -0.005936)
Br (1.588132, 3.549404, -2.502035)
H (-4.051195, 2.799295, 1.623859)
H (-4.771599, 1.165464, -0.864642)
H (-3.774000, 1.672618, 3.776068)
H (-5.582027, -0.495477, 0.450133)
H (-4.001807, -0.426643, 5.121941)
H (-5.851045, -2.436849, 1.990813)
H (-3.265217, 1.288002, -2.736640)
H (-2.182000, 3.107855, 1.045791)
H (-0.979085, 1.890648, -3.684346)
H (-0.071563, 4.044640, -0.014607)
P (-0.096092, -1.603283, -0.396035)
C (3.971647, 1.753010, -1.239802)
C (4.777852, 2.675911, -2.171814)
H (4.584528, 1.507938, -0.353333)
H (3.141425, 2.392373, -0.853330)
H (4.813420, 3.678585, -1.727155)
H (5.815841, 2.355671, -2.292490)
H (4.317384, 2.783756, -3.157087)
C (2.791414, 0.462584, -3.711917)
C (3.887829, 0.517058, -4.777927)
H (2.187652, 1.389006, -3.739877)
H (2.090029, -0.367095, -3.936370)
H (3.420795, 0.688491, -5.759165)
H (4.599513, 1.338170, -4.608395)
H (4.438459, -0.431542, -4.838412)
C (4.817799, -0.922594, -2.100534)
C (6.180526, -0.236371, -2.195236)
H (4.671526, -1.621038, -2.945812)
H (4.782579, -1.530133, -1.175624)
H (6.967273, -0.999983, -2.180026)
H (6.300029, 0.332699, -3.125327)
H (6.371951, 0.424858, -1.344941)
C (0.799723, -3.084952, 0.269122)
C (2.194807, -3.343300, -0.290450)
H (0.147839, -3.952578, 0.070958)
H (0.847819, -2.963795, 1.360222)
H (2.548774, -4.317549, 0.077051)
H (2.202741, -3.383389, -1.388933)
H (2.929072, -2.593219, 0.033857)
C (-0.062990, -2.039862, -2.194772)
C (-1.103116, -1.345310, -3.057796)
H (-0.190928, -3.133963, -2.228364)
H (0.952881, -1.812385, -2.554630)
H (-1.265708, -1.927875, -3.973013)
H (-2.071542, -1.246258, -2.555238)
H (-0.781031, -0.342102, -3.357896)
C (-1.843394, -2.036661, 0.039158)
C (-2.073405, -2.723927, 1.383995)
H (-2.232960, -2.672509, -0.771371)
H (-2.400013, -1.088165, 0.002895)
H (-3.107094, -3.093016, 1.432702)
H (-1.412160, -3.584773, 1.546619)
H (-1.940919, -2.019623, 2.216608)
C (-0.915809, 0.754388, 4.609438)
N (0.379899, 0.193483, 4.219017)
C (0.922063, -0.751329, 5.186978)
C (0.889394, 0.307822, 2.967079)
N (0.185112, 0.785704, 1.919490)
N (2.171608, -0.099173, 2.750999)
C (3.199450, 0.024453, 3.767266)
C (2.610764, -0.005337, 1.369258)
H (-0.863997, 1.014289, 5.682375)
H (-1.739985, 0.021924, 4.476170)
H (-1.128920, 1.671249, 4.042812)
H (1.313370, -1.646561, 4.695479)
H (1.709003, -0.296843, 5.807651)
H (0.109338, -1.055007, 5.855755)
H (-0.797580, 0.921217, 2.125881)
H (3.313900, -0.910684, 4.322765)
H (4.148919, 0.209724, 3.260790)
H (3.012053, 0.862704, 4.458519)
H (1.871755, -0.550019, 0.746787)
H (2.732645, 1.064396, 1.102055)
H (3.585376, -0.479194, 1.274260)

Forces on atoms 1 to 3 (eV/Å):
-0.0798 0.4977 -0.0870
-0.0247 -0.1410 0.2173
-0.0052 0.1712 -0.1483

Values from the calculation:
Energy, eV: -139435.790
Largest force on an atom, eV/A: 3.58
E_HOMO (alpha / beta), eV: -19.38 / -19.35
Charge: +4
HOMO-LUMO gap (alpha / beta), Ha: 0.1732 / 0.1726
Energy relative to the best compared isomer or geometry (same formula, charge and spin), eV: 1.284
Lowest unoccupied orbital energy (alpha / beta), eV: -14.66 / -14.65

This record from the OMol25 dataset describes C30H53GeMnN6O5P2 as an isolated structure. The level of theory is the ωB97M-V functional and the def2-TZVPD basis.

CARTESIAN COORDINATES (ANGSTROEM)
Mn (-0.454251, 0.078513, -0.710955)
O (-1.554969, 0.555382, 0.890162)
C (-2.864833, 0.097943, 0.937028)
C (-3.362162, -0.339267, 2.148561)
C (-4.686724, -0.748115, 2.242067)
C (-5.515709, -0.713318, 1.129179)
C (-5.009907, -0.279951, -0.081758)
C (-3.674822, 0.119040, -0.205008)
C (-3.201275, 0.499283, -1.520598)
N (-1.960315, 0.576157, -1.836797)
N (-1.635463, 0.919682, -3.141078)
C (-0.355884, 0.815366, -3.298155)
O (0.436548, 0.472925, -2.288881)
C (0.273805, 1.054651, -4.601664)
C (1.661802, 1.003675, -4.719608)
C (2.257929, 1.224661, -5.949891)
C (1.471919, 1.494963, -7.061808)
C (0.087799, 1.545971, -6.946370)
C (-0.514314, 1.326858, -5.720824)
H (-2.715623, -0.350151, 3.016382)
H (-5.072346, -1.086862, 3.194295)
H (-6.548370, -1.021320, 1.209151)
H (-5.645759, -0.254088, -0.957985)
H (-3.922198, 0.691542, -2.310699)
H (2.266051, 0.800034, -3.846105)
H (3.334976, 1.192728, -6.043911)
H (1.938794, 1.669276, -8.021941)
H (-0.520303, 1.758141, -7.814934)
H (-1.590027, 1.365698, -5.620931)
C (-1.323468, -4.634644, 0.623333)
N (-0.430216, -4.446856, -0.523629)
C (0.169842, -5.678168, -1.039440)
P (0.170814, -2.987757, -0.854038)
O (-0.880950, -1.930415, -0.671831)
O (1.365042, -2.704922, 0.216132)
P (2.084910, -1.332760, 0.645727)
O (1.179581, -0.174755, 0.263415)
N (3.506597, -1.140017, -0.085243)
C (3.740628, -0.164253, -1.153540)
C (4.646639, -2.010532, 0.213464)
N (2.340380, -1.581350, 2.221786)
C (3.277965, -0.729869, 2.961752)
C (1.423931, -2.335645, 3.080892)
N (0.913728, -2.904983, -2.290753)
C (2.281807, -3.345228, -2.554158)
C (0.100682, -2.691213, -3.494846)
H (-2.126048, -5.315033, 0.340400)
H (-1.765224, -3.683671, 0.913406)
H (-0.783944, -5.064189, 1.471047)
H (-0.625953, -6.388173, -1.261287)
H (0.847646, -6.127221, -0.310158)
H (0.713971, -5.481859, -1.959723)
H (2.829075, 0.382488, -1.375318)
H (4.074075, -0.683270, -2.053947)
H (4.519597, 0.535521, -0.847664)
H (4.388974, -2.730640, 0.986818)
H (5.491999, -1.412446, 0.556924)
H (4.948745, -2.550917, -0.685255)
H (3.881500, -0.136680, 2.278452)
H (3.937574, -1.354609, 3.564467)
H (2.734950, -0.052345, 3.624252)
H (0.812243, -3.013596, 2.494655)
H (0.773726, -1.657947, 3.639390)
H (2.008047, -2.921769, 3.790246)
H (2.811308, -3.542214, -1.625167)
H (2.808813, -2.565492, -3.106932)
H (2.287880, -4.254977, -3.158491)
H (-0.899833, -2.360263, -3.222911)
H (0.021936, -3.611100, -4.077724)
H (0.570369, -1.920971, -4.108935)
C (-0.895687, 1.604895, 6.435587)
C (-0.699913, 1.293431, 4.958364)
C (0.201988, 2.300530, 4.259584)
C (0.413234, 1.987737, 2.774687)
Ge (-1.153726, 2.294172, 1.668557)
C (-0.794122, 3.314285, 0.046836)
C (-0.199538, 4.713420, 0.315648)
C (-1.252078, 5.805471, 0.485445)
C (-2.210999, 5.569191, 1.644770)
H (-1.507631, 0.848851, 6.925938)
H (-1.386958, 2.569253, 6.569983)
H (0.062769, 1.646155, 6.955008)
H (-1.675713, 1.266574, 4.458065)
H (-0.263179, 0.293799, 4.842184)
H (1.174082, 2.314453, 4.761120)
H (-0.209085, 3.307090, 4.386894)
H (0.720950, 0.949933, 2.628968)
H (1.203802, 2.614602, 2.353298)
H (-2.464391, 2.543436, 2.406900)
H (-1.702472, 3.393429, -0.555370)
H (-0.069288, 2.726312, -0.531675)
H (0.454297, 4.977970, -0.516659)
H (0.445674, 4.696399, 1.201457)
H (-1.818116, 5.904057, -0.444993)
H (-0.733671, 6.754757, 0.629404)
H (-2.866193, 4.713383, 1.466558)
H (-2.857523, 6.431838, 1.799045)
H (-1.670224, 5.399900, 2.581906)

Forces on atoms 1 to 3 (eV/Å):
-0.0406 0.0268 0.2452
0.0909 -0.1156 -0.2487
0.0718 0.0496 0.1287

Values from the calculation:
2S+1: 5
Energy, eV: -157556.352
Largest force on an atom, eV/A: 0.29
E_HOMO (alpha / beta), eV: -13.39 / -13.41
Charge: +2
HOMO-LUMO gap (alpha / beta), Ha: 0.2537 / 0.2731
<S²>: 6.06
Energy relative to the best compared isomer or geometry (same formula, charge and spin), eV: 0.000
Lowest unoccupied orbital energy (alpha / beta), eV: -6.49 / -5.97